DFT (the ωB97M-V functional and the def2-TZVPD basis) results for a molecular structure, C34H35InN6SSi.

Structure (XYZ):
```
78
Properties=species:S:1:pos:R:3
In 0.7302 -0.3886 0.4286
N -1.2415 0.7312 4.1303
C -0.5113 0.7939 3.0014
S 0.9558 -0.1264 2.9577
N -0.9655 1.6149 2.0835
N -0.2812 1.6480 0.9346
C -0.5376 2.5740 0.0845
C -1.5668 3.6195 0.3324
C -1.2202 4.9276 0.6507
C -2.2072 5.8785 0.8652
C -3.5442 5.5271 0.7555
C -3.8925 4.2163 0.4612
C -2.9100 3.2613 0.2570
C 0.1714 2.4977 -1.1997
C 0.1433 3.5413 -2.1260
C 0.7488 3.3640 -3.3574
C 1.3644 2.1533 -3.6434
C 1.3791 1.1837 -2.6544
N 0.8160 1.3526 -1.4641
H -1.0223 0.0442 4.8259
H -2.1297 1.2035 4.1470
H -0.1753 5.2004 0.7469
H -1.9314 6.8943 1.1176
H -4.3158 6.2713 0.9065
H -4.9339 3.9288 0.3903
H -3.1757 2.2346 0.0405
H -0.3494 4.4704 -1.8800
H 0.7240 4.1577 -4.0924
H 1.8220 1.9569 -4.6023
H 1.8477 0.2175 -2.8275
N 3.0500 0.6579 0.4803
C 4.0123 -0.3014 0.8652
C 4.8486 -0.0476 1.9480
C 5.7701 -0.9869 2.3747
C 5.8602 -2.2042 1.7182
C 5.0268 -2.4626 0.6428
C 4.1041 -1.5210 0.1829
C 3.2380 -1.8849 -0.9728
C 3.8050 -2.5853 -2.0447
C 3.0131 -3.1304 -3.0425
C 1.6318 -3.0106 -2.9675
C 1.0657 -2.2704 -1.9377
C 1.8578 -1.6738 -0.9605
H 3.1834 1.5457 0.9437
H 3.0023 0.7861 -0.5203
H 4.7637 0.9059 2.4582
H 6.4142 -0.7662 3.2157
H 6.5653 -2.9569 2.0457
H 5.0727 -3.4250 0.1503
H 4.8807 -2.7093 -2.0875
H 3.4685 -3.6684 -3.8644
H 0.9997 -3.4787 -3.7123
H -0.0142 -2.1641 -1.8875
C -2.2788 -4.0785 0.0851
Si -1.5161 -2.7966 1.2598
C 0.1667 -3.4741 1.7938
C -2.5648 -2.6474 2.8407
N -1.2913 -1.3095 0.4088
C -2.2776 -0.7751 -0.3983
C -1.9527 -0.0615 -1.5675
C -2.9110 0.4966 -2.3933
C -4.2604 0.3517 -2.0995
C -4.6146 -0.3810 -0.9744
C -3.6544 -0.9378 -0.1453
H -2.9767 -4.7403 0.6029
H -1.4923 -4.6964 -0.3533
H -2.8202 -3.5961 -0.7314
H 0.0406 -4.4567 2.2550
H 0.6517 -2.8259 2.5252
H 0.8384 -3.5901 0.9396
H -1.9667 -2.2915 3.6825
H -2.9701 -3.6249 3.1162
H -3.4068 -1.9630 2.7226
H -0.9093 -0.0068 -1.8441
H -2.6001 1.0473 -3.2748
H -5.0168 0.7913 -2.7364
H -5.6617 -0.5191 -0.7309
H -3.9660 -1.5120 0.7187
```

Summary:
- HOMO energy: -7.054 eV
- ΔE to the lowest compared entry with this formula, charge and spin: 21.3 kJ/mol
- Orbital gap: 6.55 eV

***

DFT (the ωB97M-V functional and the def2-TZVPD basis) results for 15 unconnected molecules or ions with the total composition C63H134N18O19P4 at a distorted geometry.

Structure (XYZ):
```
238
Properties=species:S:1:pos:R:3
C -0.2505 1.5308 -17.9774
C -0.6671 0.8502 -16.6787
O -1.7884 1.6528 -16.3339
C -2.2097 2.3112 -17.4283
O -3.2123 3.0334 -17.4825
O -1.3452 2.1518 -18.4779
H 0.0691 0.8060 -18.7261
H 0.4685 2.3311 -17.8021
H 0.1072 0.9151 -15.9143
H -0.9500 -0.1934 -16.8157
C 3.5820 -2.8277 -19.9432
C 3.8397 -1.4294 -19.2894
O 2.5393 -0.8911 -19.1999
C 1.6691 -1.9184 -19.0618
O 0.5096 -1.8068 -18.6718
O 2.2266 -3.0264 -19.6130
H 4.2476 -3.5071 -19.4108
H 3.6071 -2.9643 -21.0243
H 4.4663 -0.9139 -20.0172
H 4.4477 -1.5203 -18.3893
C -1.3608 -2.6202 -20.9045
C -2.2798 -2.6215 -22.1081
O -3.5046 -2.2485 -21.4814
C -3.4402 -2.2756 -20.1870
O -4.4153 -2.1354 -19.4416
O -2.2248 -2.4378 -19.8073
H -0.7884 -1.7056 -21.0593
H -0.8045 -3.5382 -20.7149
H -2.2620 -3.6396 -22.4972
H -1.9337 -1.9613 -22.9033
C 3.5293 2.0530 -21.1963
C 2.3349 2.4431 -20.3128
O 2.8669 2.5128 -19.0369
C 4.1030 2.0670 -18.9816
O 4.7673 1.9555 -17.9730
O 4.4605 1.7872 -20.1907
H 3.8558 2.8225 -21.8958
H 3.1131 1.2224 -21.7663
H 1.5659 1.6712 -20.3428
H 1.8924 3.3593 -20.7037
C 3.7154 6.7572 -18.9931
C 2.8939 5.8674 -18.1057
O 3.1332 6.4487 -16.8101
C 4.1721 7.3701 -16.8839
O 4.7693 7.9241 -15.9279
O 4.5466 7.4588 -18.1893
H 3.0622 7.3614 -19.6227
H 4.2324 6.0141 -19.6003
H 3.2111 4.8246 -18.0962
H 1.8520 5.9996 -18.3970
C -6.3860 5.7778 -20.6648
C -7.2063 6.1749 -19.3561
C -7.2928 7.6783 -19.0519
C -6.0215 8.3744 -18.8048
N -5.0121 8.8935 -18.6627
H -6.4950 4.7209 -20.9083
H -5.3154 5.9799 -20.6975
H -6.6386 6.3095 -21.5822
H -6.7733 5.6499 -18.5047
H -8.2444 5.8650 -19.4762
H -8.0238 7.9567 -18.2928
H -7.6353 8.1855 -19.9538
C -1.6811 6.0093 -16.6918
C -2.7147 6.8487 -16.0032
C -4.0392 6.1276 -15.8896
C -5.2534 6.7906 -15.5028
N -6.2241 7.2782 -15.1990
H -0.7340 6.4618 -16.9856
H -2.0108 5.5055 -17.6003
H -1.3133 5.2814 -15.9687
H -2.9908 7.7360 -16.5730
H -2.4001 7.1407 -15.0013
H -3.9867 5.4324 -15.0517
H -4.2827 5.6566 -16.8419
C -1.4321 -3.3782 -12.3909
C -1.9229 -2.6728 -11.1086
C -1.8879 -1.1545 -11.2644
C -0.5189 -0.6384 -11.3552
N 0.5864 -0.2285 -11.4222
H -1.9285 -4.3235 -12.6105
H -0.3462 -3.4267 -12.4714
H -1.6648 -2.7622 -13.2595
H -1.3250 -2.9189 -10.2311
H -2.9120 -3.0234 -10.8140
H -2.3959 -0.7495 -10.3891
H -2.3613 -0.8454 -12.1963
C -2.0891 6.3755 -20.4423
C -1.8886 4.8799 -20.3107
C -1.7369 4.1360 -21.6392
C -2.9731 4.1186 -22.3689
N -3.9887 4.0966 -22.9234
H -3.0900 6.6921 -20.7358
H -1.2664 6.7453 -21.0542
H -1.9742 6.9546 -19.5261
H -2.7435 4.5037 -19.7489
H -0.9362 4.6873 -19.8167
H -1.4667 3.0893 -21.4999
H -1.0601 4.5613 -22.3802
C -3.6410 -0.7616 -14.5422
C -4.0826 -1.3892 -15.8608
C -3.4152 -2.7720 -16.0197
C -4.0939 -3.7696 -15.1617
N -4.5428 -4.5233 -14.3983
H -4.0114 -1.3238 -13.6850
H -4.1920 0.1664 -14.3894
H -2.5732 -0.5506 -14.4836
H -3.7222 -0.7825 -16.6916
H -5.1703 -1.3796 -15.7904
H -2.3317 -2.8416 -15.9236
H -3.6415 -3.2143 -16.9900
C -6.0421 1.6043 -19.6559
C -7.1128 0.5619 -19.6361
C -8.5081 1.0730 -20.0249
C -9.2868 1.7043 -18.9625
N -9.9243 2.2189 -18.0764
H -6.3984 2.4860 -19.1231
H -5.8039 1.9178 -20.6723
H -5.1251 1.1607 -19.2682
H -7.1187 0.0777 -18.6596
H -6.8183 -0.1630 -20.3949
H -9.1138 0.2992 -20.4966
H -8.3741 1.9171 -20.7012
O 0.6549 0.6826 -22.1553
P 0.3505 0.2944 -23.5695
N -1.3636 0.1810 -23.9829
C -2.3544 0.8277 -23.0936
C -1.7950 -0.2786 -25.2840
N 1.0140 -1.2039 -24.0300
C 1.5553 -2.0378 -22.9369
C 1.2084 -1.5924 -25.4221
N 0.9190 1.3993 -24.7297
C 2.3441 1.3491 -24.9805
C 0.4340 2.7982 -24.8312
H -3.0068 1.5789 -23.5386
H -1.8933 1.0746 -22.1373
H -3.0830 0.0573 -22.8409
H -1.5272 -1.3264 -25.4196
H -1.1104 0.1106 -26.0376
H -2.8627 -0.2746 -25.5033
H 2.6148 -1.8180 -22.8054
H 1.0270 -1.9547 -21.9871
H 1.5664 -3.0585 -23.3192
H 2.2546 -1.8958 -25.4601
H 0.4397 -2.3198 -25.6831
H 1.1066 -0.7589 -26.1172
H 2.5654 1.7818 -25.9561
H 2.8940 1.9017 -24.2187
H 2.7906 0.3550 -25.0078
H 1.0633 3.3986 -24.1743
H -0.6085 2.8658 -24.5199
H 0.6988 3.2407 -25.7915
O -8.3288 1.9683 -12.4032
P -7.6170 2.6044 -13.5770
N -7.1777 1.4455 -14.8398
C -7.9220 0.2005 -14.9760
C -6.3969 1.8277 -16.0235
N -6.2060 3.5601 -13.2434
C -4.9638 2.9157 -12.9546
C -6.3730 4.9073 -12.7346
N -8.5898 3.6830 -14.4949
C -8.0762 4.5652 -15.5301
C -9.9561 3.9219 -14.1369
H -7.9862 -0.0735 -16.0290
H -8.9018 0.3700 -14.5295
H -7.4029 -0.6428 -14.5205
H -5.8028 2.7312 -15.8862
H -7.1054 2.0358 -16.8253
H -5.8668 0.9560 -16.4071
H -4.1749 3.5887 -13.2905
H -4.7037 2.7943 -11.9031
H -5.0483 1.9391 -13.4312
H -6.2373 4.8629 -11.6540
H -5.7575 5.7442 -13.0645
H -7.4149 5.2270 -12.7512
H -6.9892 4.5837 -15.6087
H -8.6778 4.3361 -16.4097
H -8.3467 5.5915 -15.2818
H -10.1244 3.8682 -13.0613
H -10.6294 3.1605 -14.5307
H -10.3067 4.8950 -14.4807
O 4.1761 -3.2276 -16.7495
P 3.5073 -3.1593 -15.4777
N 4.4725 -3.4030 -14.1229
C 3.9678 -3.4554 -12.7218
C 5.9226 -3.0660 -14.2209
N 2.2515 -4.3408 -15.2884
C 0.9898 -4.1723 -16.0455
C 2.6365 -5.8055 -15.2380
N 2.6812 -1.6613 -15.1744
C 3.0853 -0.4674 -15.9640
C 1.8037 -1.3644 -14.1096
H 4.7577 -4.0085 -12.2137
H 3.0254 -4.0030 -12.7319
H 3.8756 -2.5259 -12.1600
H 6.3060 -2.8912 -13.2157
H 6.0046 -2.1195 -14.7553
H 6.4474 -3.8881 -14.7075
H 1.0848 -3.3286 -16.7291
H 0.8140 -5.0581 -16.6559
H 0.1319 -4.0215 -15.3903
H 3.6615 -5.9884 -14.9155
H 2.0149 -6.3623 -14.5368
H 2.5951 -6.2920 -16.2125
H 4.1548 -0.5859 -16.1381
H 2.4676 -0.4244 -16.8610
H 3.0170 0.4551 -15.3875
H 2.3609 -0.8470 -13.3286
H 1.3125 -2.2291 -13.6632
H 1.0331 -0.6941 -14.4905
O -1.6530 3.2194 -12.8239
P -0.5664 4.0108 -12.1481
N -1.1545 5.5000 -11.5077
C -2.5331 5.9228 -11.6986
C -0.3262 6.5601 -10.8937
N 0.8250 4.4170 -13.0573
C 1.0166 5.6752 -13.8224
C 1.8073 3.3446 -13.4513
N 0.1402 3.2417 -10.7333
C 1.2913 3.8597 -10.0361
C -0.7557 2.4052 -9.8195
H -3.1469 5.0292 -11.5854
H -2.6791 6.3244 -12.7014
H -2.8304 6.6191 -10.9146
H -0.6466 7.5631 -11.1755
H 0.7187 6.3721 -11.1405
H -0.4624 6.4740 -9.8156
H 0.0193 5.8731 -14.2151
H 1.2644 6.5018 -13.1565
H 1.8780 5.6848 -14.4902
H 2.7638 3.7028 -13.8319
H 1.9614 2.4777 -12.8089
H 1.3083 2.8121 -14.2610
H 1.6869 3.1955 -9.2677
H 2.1843 4.1637 -10.5821
H 0.9701 4.6406 -9.3468
H -0.1100 1.7130 -9.2792
H -1.4323 1.8312 -10.4526
H -1.3510 2.9942 -9.1217
```

Summary:
- HOMO energy: -7.336 eV
- Orbital gap: 7.03 eV

***

DFT (the ωB97M-V functional and the def2-TZVPD basis) results for a molecular structure, C61H46F4P2PdS at a distorted geometry.

Structure (XYZ):
```
115
Properties=species:S:1:pos:R:3
F 3.9881 -1.7760 4.5950
C 3.1655 -2.1212 3.5442
C 2.6510 -3.4144 3.4967
C 1.7617 -3.6842 2.4607
F 1.1286 -4.9088 2.4498
C 1.4448 -2.7657 1.4658
C 1.9633 -1.4511 1.5635
C 1.5558 -0.4187 0.5846
C 1.8563 0.9713 0.7957
C 1.9197 2.0184 -0.1477
C 1.6577 1.9703 -1.5328
C 1.0234 3.1132 -2.1115
C 0.7580 3.1489 -3.4634
F 0.1439 4.2505 -4.0111
C 1.1418 2.1273 -4.3270
C 1.6779 0.9959 -3.7299
F 1.9603 -0.0535 -4.5722
C 1.9909 0.8811 -2.3865
Pd -0.3886 0.3427 1.2888
P -1.0427 0.9517 3.3628
C 0.4332 1.5462 4.2550
C 0.8833 2.8585 4.0216
C 2.0666 3.3149 4.6085
C 2.8120 2.4635 5.4298
C 2.3539 1.1677 5.6868
C 1.1659 0.7092 5.1123
C -2.2314 2.2987 3.6556
C -2.2250 3.0035 4.8773
C -3.1199 4.0577 5.0946
C -4.0298 4.4177 4.0950
C -4.0535 3.7154 2.8863
C -3.1687 2.6546 2.6715
C -1.6560 -0.4771 4.3105
C -2.6420 -0.3463 5.3063
C -3.0903 -1.4739 6.0015
C -2.5956 -2.7447 5.6884
C -1.6197 -2.8846 4.6966
C -1.1322 -1.7526 4.0387
P -2.1482 -0.0639 -0.0552
C -1.7434 -1.6372 -0.8647
C -2.4363 -2.8262 -0.5764
C -1.9817 -4.0344 -1.1146
C -0.8720 -4.0622 -1.9610
C -0.2199 -2.8749 -2.2953
C -0.6375 -1.6711 -1.7337
C -3.8036 -0.2261 0.6867
C -4.9332 0.4183 0.1433
C -6.1483 0.4007 0.8328
C -6.2656 -0.2924 2.0396
C -5.1660 -0.9769 2.5591
C -3.9494 -0.9598 1.8786
C -2.3549 1.0903 -1.4443
C -2.5229 0.6370 -2.7665
C -2.7455 1.5477 -3.7983
C -2.8769 2.9072 -3.5195
C -2.7331 3.3635 -2.2089
C -2.4266 2.4710 -1.1815
C 2.8751 -1.1523 2.5941
H 2.8963 -4.1485 4.2597
H 0.7651 -3.0289 0.6551
H 1.4303 -0.7701 -0.4349
H 2.1763 1.2386 1.8115
H 2.0291 3.0234 0.2717
H 0.7545 3.9523 -1.4709
H 0.9936 2.1714 -5.3967
H 2.5543 0.0215 -2.0083
H 0.2903 3.5315 3.3978
H 2.3948 4.3400 4.4297
H 3.7456 2.8094 5.8778
H 2.9186 0.5086 6.3478
H 0.7940 -0.2903 5.3471
H -1.5130 2.7389 5.6649
H -3.0977 4.5935 6.0435
H -4.7197 5.2456 4.2601
H -4.7658 3.9879 2.1037
H -3.2017 2.0915 1.7351
H -3.0371 0.6387 5.5569
H -3.8292 -1.3549 6.7938
H -2.9574 -3.6225 6.2228
H -1.2134 -3.8663 4.4475
H -0.3348 -1.8612 3.3006
H -3.3281 -2.8006 0.0533
H -2.5046 -4.9590 -0.8673
H -0.5073 -5.0095 -2.3618
H 0.6296 -2.8676 -2.9846
H -0.0966 -0.7472 -1.9630
H -4.8646 0.9325 -0.8186
H -7.0054 0.9370 0.4230
H -7.2145 -0.3020 2.5779
H -5.2473 -1.5284 3.4973
H -3.0915 -1.4985 2.2895
H -2.4906 -0.4277 -2.9969
H -2.8311 1.1830 -4.8235
H -3.0817 3.6141 -4.3246
H -2.8538 4.4223 -1.9790
H -2.2401 2.8427 -0.1696
H 3.3170 -0.1563 2.6724
C 7.4601 -1.1011 -7.9728
C 7.0227 -1.7065 -6.8112
C 5.6315 -1.9131 -6.5770
C 4.6869 -1.6480 -7.6401
C 5.1788 -1.0897 -8.8493
C 6.5324 -0.7746 -8.9967
C 3.3127 -1.9427 -7.3797
C 2.8716 -2.2118 -6.1083
C 3.7995 -2.3566 -5.0090
S 3.3217 -2.5057 -3.4196
C 5.1754 -2.3203 -5.3167
H 8.5261 -0.8792 -8.1158
H 7.7249 -2.0187 -6.0306
H 4.4788 -0.8872 -9.6696
H 6.8933 -0.2882 -9.9066
H 2.6021 -1.9155 -8.2162
H 1.8108 -2.2824 -5.8817
H 5.8901 -2.5083 -4.5161
```

Summary:
- HOMO energy: -11.099 eV
- Net charge: +2
- Orbital gap: 2.26 eV